Entry 1:
Entry from the OMol25 dataset: a 10-piece molecular cluster, C28H67F3N2O16S5 overall at a distorted geometry (the ωB97M-V functional and the def2-TZVPD basis).

Structure (XYZ):
```
121
Properties=species:S:1:pos:R:3:forces:R:3
N 3.88481 2.61194 4.12031 -0.4246 -0.3530 1.0094
H 3.35397 2.65429 4.97851 -0.6519 0.3658 0.4864
H 4.42870 1.77725 4.28639 0.9014 -0.5719 -0.5161
H 4.43027 3.45806 4.03870 0.3763 0.0698 -0.2634
H 3.22892 2.46555 3.36634 -0.4392 -0.1513 -0.8469
N 1.60375 5.97823 -0.79670 0.0487 -0.3806 0.3187
H 1.51051 5.05507 -0.39773 -0.0966 -1.2423 -0.1802
H 2.48063 6.33854 -0.44833 0.1547 0.6324 0.2444
H 0.77865 6.45877 -0.46745 -0.3076 0.8598 0.1725
H 1.63557 5.96625 -1.80612 -0.1623 -0.2898 -0.5012
C 5.78753 -4.17205 4.85553 3.0471 -0.2354 1.2878
F 6.47431 -5.35376 4.70211 -0.6911 0.9677 -0.6593
F 4.85512 -4.09028 3.89470 0.1642 -0.1108 1.3984
F 5.36647 -4.27998 6.15777 -1.3167 0.4077 -1.2978
S 7.05132 -2.67989 4.86336 2.6451 -0.2475 -1.3970
O 6.19640 -1.51396 4.93332 -0.8828 0.1971 0.4480
O 8.03052 -2.83600 5.94232 -1.9410 -0.3574 0.0465
O 7.75575 -2.80848 3.58496 -1.2093 -0.2737 0.1173
C -0.76598 0.50457 -0.58001 0.4089 -0.6025 0.7188
C -0.19722 0.62078 0.87751 1.0805 1.3787 -1.2568
C 0.49263 -0.67724 1.28426 -0.6340 0.4954 0.0294
O 0.62086 1.73839 0.93038 0.1386 0.2460 0.5214
H 0.04221 0.29608 -1.28106 0.2983 0.0928 0.0437
H -1.23104 1.43741 -0.89880 -0.2061 -0.0669 0.1965
H -1.43703 -0.35119 -0.65401 -0.4510 0.0575 -0.1316
H -1.05923 0.64929 1.54401 -0.6403 0.5360 0.4140
H 1.20308 -0.96354 0.50876 -0.1030 -0.5118 0.1044
H -0.38091 -1.30433 1.46255 0.4405 -1.0924 -0.3924
H 0.98717 -0.59384 2.25203 0.1740 0.2653 -0.0422
O -2.59159 2.53778 -6.68722 3.5898 1.2951 0.5905
S -1.33980 3.32004 -6.43132 -1.6986 0.5520 -0.8536
O -1.33571 4.25486 -5.31434 0.4429 -1.4412 -0.9139
O 0.04598 2.37981 -6.36908 -2.4328 2.8261 0.7768
C -0.05772 1.04371 -6.76290 0.2329 -1.3029 -0.3673
C 0.00804 0.89801 -8.26503 0.6476 -0.1954 -0.2635
C -0.96011 4.34554 -7.95673 -0.0617 -1.1353 1.6843
H -0.95719 0.54763 -6.39826 -0.1039 0.2689 0.2158
H 0.78884 0.62238 -6.22074 0.0539 -0.4435 -0.4041
H 0.28136 -0.13178 -8.49508 -0.4605 -0.1234 -0.1692
H 0.80817 1.48108 -8.72102 0.1744 0.2246 0.2788
H -0.91264 1.20757 -8.75962 -0.1483 -0.3312 0.1192
H -0.57867 3.59385 -8.64780 -0.3128 0.4816 -0.3810
H -0.20063 5.07458 -7.67432 0.0454 -0.2512 0.0205
H -1.88755 4.86716 -8.19315 0.0694 -0.3828 -0.2808
O -1.71671 7.60633 1.06939 -0.8752 0.3324 0.1239
S -2.78262 7.51420 2.04997 0.3639 -0.0730 3.8684
O -3.20674 8.64634 2.89579 0.3466 -1.7652 -2.7435
O -4.06369 6.73039 1.44348 1.9907 3.1826 1.3231
C -3.72797 5.67763 0.56652 -1.3849 -1.0722 -0.7016
C -4.65419 4.61721 1.13317 0.2878 -1.0481 -0.8932
C -2.23502 6.28789 3.34447 -1.0078 0.2089 -1.0668
H -2.67263 5.40594 0.54318 -0.0829 0.0113 0.3396
H -3.99928 6.02073 -0.43186 -0.0169 -0.2409 -0.0968
H -4.22394 4.24265 2.06198 -0.1853 -0.0824 0.0111
H -4.77241 3.79118 0.43188 0.1249 -0.1909 0.1082
H -5.65396 5.01123 1.31567 0.1911 0.1790 0.0125
H -2.00130 5.34477 2.85050 0.4015 0.0962 0.0622
H -3.11242 6.10354 3.96436 0.0016 0.2221 -0.0140
H -1.43891 6.69878 3.96534 0.0195 0.0515 -0.4281
O -0.75075 -0.43334 8.57364 2.3444 0.5503 -0.7264
S 0.64413 -0.65322 8.19824 0.3624 -3.4897 1.2836
O 1.51186 0.22592 7.41939 -1.6144 -0.6066 0.7265
O 1.47878 -1.00606 9.63376 -0.5625 1.2156 -2.5007
C 2.85032 -0.52604 9.69029 0.3869 0.1736 2.8133
C 3.15459 -0.75067 11.19782 0.9274 -0.9548 0.4078
C 0.69339 -2.47355 7.48642 -0.1146 1.9217 -0.3468
H 2.95438 0.54149 9.49628 -0.4559 -0.0888 -0.3188
H 3.59792 -1.05443 9.09871 -0.5596 -0.3574 -0.3424
H 2.61080 -0.16008 11.93511 -0.3168 0.1655 -0.5232
H 4.19517 -0.72648 11.52144 0.4724 0.9866 -0.7158
H 3.05419 -1.79651 11.48804 -0.9761 -0.2538 -0.3667
H -0.16375 -2.52985 6.81540 0.0961 0.1787 -0.0640
H 0.59391 -3.27864 8.21445 0.1594 0.6602 0.4361
H 1.62114 -2.53839 6.91792 -0.0434 -0.0412 0.1414
O 6.70657 2.19586 -2.46199 -0.8213 -3.0573 -0.3816
S 6.59069 0.74622 -2.72825 1.4075 -0.0008 0.2596
O 5.80434 0.16950 -3.80579 -0.0255 1.1719 1.4551
O 8.10391 0.29272 -3.03516 -0.7166 1.3268 0.4823
C 8.29575 -0.93765 -3.68310 1.8291 -1.7843 0.3423
C 9.39331 -1.74575 -2.91778 -0.4246 1.2171 -0.5200
C 6.39619 -0.20043 -1.12240 -0.3965 0.9547 -0.2275
H 8.68695 -0.74430 -4.68194 -0.4483 0.0072 -0.1505
H 7.41054 -1.57302 -3.71118 -0.1798 0.4422 -0.1564
H 9.34991 -2.74672 -3.34702 0.2846 -0.1485 0.5767
H 9.26198 -1.64692 -1.84025 -0.4995 -0.7039 0.0109
H 10.38171 -1.30415 -3.04492 0.0387 -0.0773 -0.4947
H 7.25939 0.01636 -0.49312 -0.0845 0.5254 -0.1883
H 6.34623 -1.28923 -1.13232 -0.1053 0.0687 -1.0125
H 5.47311 0.16638 -0.67353 0.0937 0.0512 0.0749
C -6.48797 0.60840 4.80012 1.3421 0.4209 0.8663
C -7.43028 1.37387 5.48691 -0.9106 -1.3921 -0.3438
C -8.71090 0.83615 5.62009 0.0911 0.8319 0.0158
C -8.99196 -0.44822 5.19839 0.2590 -1.1345 -0.6730
C -8.01381 -1.21397 4.57699 2.0123 0.8719 -0.8898
C -6.71641 -0.66810 4.31242 -2.5038 -0.1745 0.7549
H -5.47541 0.98154 4.84357 0.2402 0.1445 -0.5604
H -7.24156 2.32496 5.96255 0.3719 0.0855 -0.3109
H -9.46276 1.50882 6.00562 -0.3206 -0.3152 0.3124
H -9.93860 -0.96513 5.25373 -0.4140 0.5623 0.4040
H -8.17525 -2.20322 4.17483 -0.4751 -0.1240 0.2454
H -6.01802 -1.26790 3.74771 0.3155 0.2296 0.1737
C -2.91005 -6.28114 -9.72052 0.8777 0.6584 -0.3266
C -3.38541 -5.60068 -8.43235 -0.4663 -1.5037 -0.8626
C -3.98101 -6.64120 -7.46418 -0.2657 0.8049 0.4220
C -4.21822 -5.97194 -6.10418 -0.9849 -0.6495 -0.0207
C -3.09328 -6.02040 -5.05417 -0.6440 -0.6319 -0.1224
C -3.18772 -4.91231 -4.06360 0.5894 1.5530 -0.0294
H -3.69276 -6.56259 -10.42498 -0.3140 0.0056 0.3177
H -2.28496 -7.16249 -9.57706 0.0261 0.0115 0.2694
H -2.30157 -5.54415 -10.24463 0.1652 -0.1089 -0.3289
H -2.63560 -4.94151 -7.99490 0.2548 -0.3749 0.1666
H -4.17811 -4.93733 -8.77831 -0.2446 0.1805 0.4329
H -3.46968 -7.59751 -7.35411 0.8596 0.2737 -0.0555
H -4.91946 -6.99358 -7.89224 -0.3491 0.3129 -0.0106
H -4.66370 -4.99820 -6.30784 0.8159 0.6784 0.0386
H -5.11289 -6.40428 -5.65612 0.0580 -0.5926 0.3378
H -3.21810 -6.94834 -4.49609 0.2249 -0.3474 -0.2131
H -2.07097 -6.01421 -5.43226 -0.1317 -0.0804 -0.5631
H -2.25029 -4.80695 -3.51750 -0.1814 -0.3180 0.5304
H -3.19580 -3.98651 -4.63887 -0.3601 0.3311 0.0476
H -4.05063 -4.90786 -3.39766 0.0717 -0.1989 -0.0293
```
Forces are in eV/Å.

Values from the calculation:
- Orbital gap: 3.95 eV
- DFT total energy: -4710.50972 a.u.
- Relative energy (zero: lowest compared OMol25 entry of this formula, charge and spin): 521.7 kJ/mol
- Largest force on an atom: 0.0774 hartree/bohr
- HOMO: -6.25 eV

---

Entry 2:
Entry from the OMol25 dataset: a 6-piece molecular cluster, C28H67F3N3O7PS overall at a distorted geometry (the ωB97M-V functional and the def2-TZVPD basis).

Structure (XYZ):
```
110
Properties=species:S:1:pos:R:3:forces:R:3
O 5.04037 -0.44532 2.57982 -0.1705 0.0171 -0.6996
H 4.29549 0.07296 2.21780 0.4933 -0.2651 0.3471
C 6.60105 0.30389 8.35817 0.3367 1.1140 -1.1342
C 7.90553 1.05522 8.00738 0.6295 0.1136 4.9095
O 8.69540 1.40729 8.88634 -1.9243 -0.8633 -3.9373
N 8.11136 1.42872 6.55584 1.5141 -1.4119 1.4548
H 7.61713 0.78834 5.95106 -0.5643 -0.3785 -0.2639
H 7.67367 2.33091 6.43507 0.0670 0.8052 -0.2806
C 9.58384 1.39669 6.12250 -0.8416 1.8866 -0.6785
H 6.77037 -0.76661 8.47416 0.0474 0.0774 -0.1484
H 5.88503 0.52883 7.56771 -0.1651 -0.5304 -0.1747
H 6.13977 0.71113 9.25788 0.5682 -0.0083 0.1675
H 9.40193 1.91189 5.17932 1.1348 -0.4447 -0.4728
H 10.04393 0.41135 6.04820 -0.6945 0.0050 0.0658
H 10.18936 2.06591 6.73372 -0.3438 -0.2130 0.2624
C 4.67589 -0.16333 -2.83658 -1.9549 2.5710 -0.1927
C 5.96304 -0.68687 -3.11980 1.6798 -4.5606 -2.3119
O 6.24339 -1.42441 -4.06203 -0.1432 2.4531 2.2972
N 6.94127 -0.69169 -1.97460 1.2128 1.4305 -0.2103
H 6.44733 -0.71663 -1.09398 -0.4468 0.3371 0.8550
H 7.48142 -1.54473 -2.00049 0.3365 -0.3765 -0.4106
C 7.89370 0.53998 -2.00977 -0.4541 -0.2090 -0.4593
H 4.19360 0.07267 -3.78516 -0.2492 -0.6012 0.0053
H 4.66794 0.81216 -2.35030 0.3397 -0.0257 0.4665
H 4.07939 -0.82282 -2.20621 0.0861 -0.2304 -0.0985
H 7.26124 1.42536 -1.94493 0.1460 -0.0954 0.4149
H 8.39679 0.58419 -2.97571 -0.1644 -0.4079 -0.0240
H 8.65610 0.47376 -1.23358 -0.4819 -0.0646 0.1554
C 4.93110 -7.58307 0.33495 -1.4034 -0.4552 1.0115
N 3.53026 -8.06016 0.74982 0.8118 -0.7339 -0.0606
C 2.90041 -8.72458 -0.46904 -0.5986 0.9709 0.3803
C 3.82150 -9.10388 1.86912 -1.3314 0.2866 -0.6100
C 2.65029 -6.87515 1.23804 0.6342 0.0110 0.8043
C 2.84637 -6.51334 2.77419 -0.3405 1.0801 -1.0417
O 4.13981 -6.12159 3.14193 1.1934 -1.5446 0.1915
H 4.91128 -6.86671 -0.48635 -0.1997 -0.1269 0.1230
H 5.38034 -8.53731 0.05980 0.7230 0.5522 0.0064
H 5.24116 -7.14643 1.28433 0.9687 -0.0370 -0.4515
H 1.83078 -8.76128 -0.26254 0.1023 -0.4638 -0.1609
H 3.31038 -9.69294 -0.75594 0.1689 0.0606 0.6149
H 3.04697 -8.05272 -1.31475 -0.0213 0.0698 0.0852
H 4.47852 -9.90399 1.52816 0.0389 0.3676 -0.3812
H 2.85084 -9.55621 2.07238 0.0811 0.0239 0.3338
H 4.24378 -8.62745 2.75388 -0.1007 0.1431 -0.2811
H 1.59938 -7.06150 1.01674 0.0756 -0.4697 0.2539
H 2.92067 -6.06371 0.56235 0.1777 0.2074 0.2609
H 2.47877 -7.32041 3.40792 0.5246 -0.1869 -0.0484
H 2.26815 -5.64786 3.09777 -1.0185 -0.1106 -0.8783
H 4.52016 -5.40868 2.62357 -0.4737 0.3886 -0.0707
C -9.28071 -1.24744 -5.00275 -0.4036 0.5186 -0.8456
C -8.99806 0.23618 -5.23432 0.2236 -0.0850 0.7657
C -8.53129 0.92159 -3.92959 0.1556 0.2408 -0.8431
C -7.15772 0.36116 -3.42455 -0.5062 0.0685 -0.2744
P -6.24006 1.52889 -2.37647 -0.8613 2.2096 0.2491
C -7.51889 2.61636 -1.41457 1.0023 -1.7492 -0.5766
C -6.88422 3.37046 -0.25537 -1.2391 -0.7082 1.3882
C -6.92673 2.66741 1.15834 0.1700 -0.0342 -2.4094
C -6.20793 3.56067 2.11847 0.2356 -0.2149 0.5003
C -5.03040 0.70176 -1.29191 0.8700 -0.1764 0.0438
C -3.76689 1.47642 -0.86872 0.3756 1.8408 0.4803
C -2.87064 0.81902 0.17087 -0.8314 -1.1721 1.4389
C -3.50110 0.75667 1.61909 1.4061 -0.6844 -0.7937
C -5.34803 2.79622 -3.36153 -0.1656 -1.1220 -0.8219
C -4.39182 2.16121 -4.38809 0.9997 0.5735 -0.6542
C -3.48464 3.20066 -5.13614 -1.8712 0.6454 1.9460
C -2.59368 2.61136 -6.12241 0.8804 -1.2704 -0.5188
H -9.76718 -1.31792 -4.02988 -0.1149 -0.4145 -0.0907
H -8.45636 -1.95589 -5.08417 0.1387 0.2396 0.1206
H -9.99108 -1.45674 -5.80254 -0.1040 -0.7993 0.2886
H -9.93362 0.67092 -5.58620 -0.1182 0.2771 0.4458
H -8.33236 0.46845 -6.06558 0.4535 -0.3007 0.1139
H -9.30780 0.85351 -3.16768 0.0910 -0.3116 0.1120
H -8.51351 1.98021 -4.18858 0.5759 0.2589 0.2875
H -6.56319 0.03165 -4.27663 0.3234 0.4651 -0.1612
H -7.26464 -0.58483 -2.89374 -0.3221 0.0924 0.4296
H -8.30890 1.92361 -1.12459 0.0437 -0.1202 0.4995
H -8.04910 3.29309 -2.08465 0.5563 -0.0486 -0.5190
H -7.59008 4.18423 -0.08911 0.6832 0.7458 -0.2481
H -5.85605 3.68286 -0.43802 -0.2655 0.3757 -0.2023
H -6.52073 1.66162 1.05029 0.1982 -0.0815 0.3426
H -7.97401 2.57247 1.44521 0.0131 -0.1853 0.0396
H -5.31159 4.05261 1.74078 -0.0431 -0.0590 -0.4256
H -5.84271 2.94799 2.94269 -0.4504 0.4878 0.5542
H -6.93354 4.33805 2.35778 0.4034 0.0812 0.7477
H -4.63118 -0.17082 -1.80895 -0.5484 -0.3699 -0.1575
H -5.56209 0.38901 -0.39325 -0.0463 -0.2340 -0.0678
H -4.07253 2.43564 -0.45086 -0.1247 0.1770 0.1502
H -3.07641 1.78377 -1.65413 -0.5082 -0.3349 -0.7314
H -1.84216 1.17861 0.20316 -0.2817 0.6898 -0.1546
H -2.73130 -0.21596 -0.14139 -0.0070 -0.3323 0.0114
H -2.78339 0.31767 2.31211 0.3186 -0.1525 -0.1558
H -4.28368 -0.00159 1.59246 -0.6140 0.6182 0.2658
H -3.69840 1.71347 2.10251 -0.6736 0.0419 -0.5126
H -4.84036 3.47212 -2.67341 0.0648 -0.0707 0.0489
H -6.10577 3.36887 -3.89631 -0.1221 0.1126 0.0943
H -4.86722 1.53306 -5.14142 -0.5951 0.1471 0.0491
H -3.69238 1.47618 -3.90894 0.0808 -0.0661 0.3384
H -2.94408 3.69527 -4.32914 0.2767 0.2799 -0.1041
H -4.05028 3.97516 -5.65411 -0.5178 0.0605 0.3316
H -1.99895 1.83999 -5.63314 0.5317 0.0551 -0.1557
H -1.97225 3.39426 -6.55712 0.1083 -0.3840 -0.2402
H -3.17662 2.06893 -6.86676 0.1133 0.2580 -0.4060
C 3.48625 7.57057 2.69403 1.6771 0.8394 3.4068
F 3.38957 7.96738 1.45618 -1.4993 -0.2287 -0.7080
F 2.59762 8.16932 3.56917 0.1262 -0.1682 -1.6326
F 3.27980 6.26042 2.88129 -0.2124 -0.0933 -1.0933
S 5.21283 8.05983 3.26277 3.4830 1.1782 -1.0905
O 6.08123 7.93963 2.06424 -1.8374 0.5333 0.3155
O 5.12630 9.41674 3.81309 -0.7886 -1.3148 -0.7073
O 5.64851 7.04809 4.18429 -0.9125 -0.9820 1.5108
```
Forces are in eV/Å.

Values from the calculation:
- Orbital gap: 3.72 eV
- DFT total energy: -2836.27062 a.u.
- Relative energy (zero: lowest compared OMol25 entry of this formula, charge and spin): 669.2 kJ/mol
- Largest force on an atom: 0.1047 hartree/bohr
- HOMO: -8.61 eV
- Net charge: +2

---

Question: Among the records above, which one has the highest orbital gap?
Answer: C28H67F3N2O16S5